1.
{"formula": "C4H8N2O2", "method": "ωB97M-V/def2-TZVPD", "charge": 0, "smiles": "NCC(=O)NCC=O", "gap_ev": 10.033, "e_above_lowest_ev": 2.8507, "spin_multiplicity": 1, "e_homo_ev": -9.65, "e_tot_ha": -417.1512, "species": ["N", "C", "C", "N", "C", "C", "O", "O", "H", "H", "H", "H", "H", "H", "H", "H"], "positions_angstrom": [[-2.15395, 0.71153, -1.65326], [-1.38260, -0.15065, -0.79295], [0.09372, -0.05667, -1.11795], [1.00993, -0.61274, -0.23971], [0.78978, -1.08292, 1.12854], [1.03862, 0.28022, 2.00301], [0.58019, 0.41586, 3.12046], [0.28611, 0.48025, -2.24854], [-1.90202, 0.62399, -2.55421], [-1.84752, 1.60388, -1.30123], [-1.70530, -1.19762, -0.97710], [-1.45291, 0.23851, 0.35613], [1.91633, -0.80964, -0.56708], [1.58384, -1.77062, 1.20546], [-0.16814, -1.55113, 1.36946], [1.41633, 1.06237, 1.42015]], "lowdin_charge": [0.020, -0.218, -0.433, 0.030, -0.097, -0.174, 0.048, 0.003, 0.017, 0.073, 0.129, 0.164, 0.123, 0.098, 0.122, 0.095]}



2.
{"formula": "C4H8N2O2", "method": "ωB97M-V/def2-TZVPD", "charge": 0, "gap_ev": 8.307, "e_above_lowest_ev": 6.3936, "spin_multiplicity": 1, "e_homo_ev": -7.60, "e_tot_ha": -417.0210, "species": ["C", "N", "C", "C", "C", "O", "O", "N", "H", "H", "H", "H", "H", "H", "H", "H"], "positions_angstrom": [[-0.83844, -0.57999, 1.68560], [-0.55554, 0.30939, -0.55594], [0.13103, -0.70309, -0.16407], [0.30997, 0.76374, -2.18430], [0.82364, 1.96785, -2.36194], [-0.24733, 0.39574, 2.47488], [-0.55656, -1.86508, 2.13870], [0.70812, -1.75888, -0.44423], [0.69566, 0.17757, 2.53379], [-1.11223, -2.06978, 2.91098], [-0.44907, 1.19907, -0.08550], [-1.90466, -0.37956, 1.59352], [0.69373, -2.46141, 0.29600], [0.25419, -0.00935, -2.94588], [0.85949, 2.70407, -1.55936], [1.18800, 2.30971, -3.33224]], "lowdin_charge": [-0.345, 0.105, -0.413, -0.032, -0.049, -0.023, -0.048, 0.141, 0.104, 0.103, 0.096, 0.124, 0.057, 0.073, 0.051, 0.056]}



3.
{"formula": "C4H8N2O2", "method": "ωB97M-V/def2-TZVPD", "charge": 0, "gap_ev": [7.768, 7.770], "e_above_lowest_ev": 5.4829, "spin_multiplicity": 1, "e_homo_ev": [-8.34, -8.34], "e_tot_ha": -417.0545, "species": ["C", "C", "N", "C", "N", "C", "O", "O", "H", "H", "H", "H", "H", "H", "H", "H"], "positions_angstrom": [[-0.72234, -1.40254, 0.14456], [1.55238, 0.38155, 0.86487], [-1.35734, -0.37841, -0.45295], [0.97635, -0.39739, -0.31294], [-2.01466, 0.51033, 0.22983], [0.22215, 0.69169, -1.29914], [1.66110, -1.19483, -0.96964], [-0.00999, 1.84954, -1.01662], [-1.96666, 1.44321, -0.18325], [-2.13096, 0.42920, 1.23404], [0.17407, 0.28128, -2.32358], [-0.48698, -2.24689, -0.48758], [-1.02954, -1.67067, 1.15524], [1.74796, -0.30722, 1.68578], [2.49547, 0.82622, 0.55308], [0.88899, 1.18492, 1.17830]], "lowdin_charge": [-0.025, -0.013, -0.088, -0.509, 0.087, -0.250, -0.015, -0.008, 0.118, 0.125, 0.128, 0.102, 0.101, 0.081, 0.097, 0.071]}



4.
{"formula": "C4H8N2O2", "method": "ωB97M-V/def2-TZVPD", "charge": 0, "smiles": "[H]/N=C(\\CO)NC(C)=O", "gap_ev": 9.790, "e_above_lowest_ev": 3.8567, "spin_multiplicity": 1, "e_homo_ev": -9.16, "e_tot_ha": -417.1142, "species": ["C", "C", "N", "C", "C", "O", "N", "O", "H", "H", "H", "H", "H", "H", "H", "H"], "positions_angstrom": [[-1.71046, -1.12235, 0.20906], [2.26968, 1.19881, 1.08508], [0.32402, 0.20273, 0.07582], [1.27453, 1.22326, -0.05234], [-0.74649, 0.02987, -0.72663], [-1.50073, -2.43560, -0.25974], [-0.93812, 0.25980, -1.92817], [1.33909, 1.95568, -1.00518], [-1.39584, -2.41316, -1.21798], [-0.19914, -0.55206, 0.79726], [-1.82450, 0.01967, -2.35190], [-2.72600, -0.77399, -0.02324], [-1.71080, -1.16741, 1.30825], [1.76182, 1.38407, 2.03182], [3.02264, 1.96386, 0.91605], [2.76029, 0.22683, 1.14183]], "lowdin_charge": [-0.199, -0.008, 0.089, -0.507, -0.390, -0.067, 0.168, 0.103, 0.089, 0.194, 0.063, 0.103, 0.116, 0.080, 0.081, 0.084]}